(one)
{
  "formula": "C8H20F18KO4P3",
  "method": "ωB97M-V/def2-TZVPD",
  "symbols": ["C", "H", "H", "F", "C", "F", "H", "O", "H", "C", "F", "H", "F", "H", "H", "C", "C", "F", "F", "H", "K", "H", "F", "H", "F", "F", "O", "H", "H", "C", "P", "P", "F", "C", "H", "F", "H", "H", "H", "O", "F", "H", "H", "P", "C", "F", "F", "O", "H", "F", "H", "F", "F", "F"],
  "coordinates": [[4.27095, 3.94220, -2.46329], [5.13663, 4.37888, -1.96531], [3.38066, 4.24696, -0.07599], [4.05438, -3.01164, 1.62575], [0.60736, 1.84309, -1.56876], [-4.53275, -3.88799, 1.05111], [-3.35266, -0.65709, -1.23727], [3.38958, 3.01421, -1.73348], [-0.65070, -0.57286, 3.70822], [-2.62430, 1.69971, 1.03883], [-2.60393, -4.56459, 1.67938], [-3.57681, 2.21703, 1.15366], [1.92193, -2.31022, 2.37901], [4.50424, 3.44406, -3.40432], [-1.88549, 2.32734, 2.98645], [-0.05526, 0.29064, 3.41172], [2.72379, 3.59641, -0.65342], [2.60948, -1.98091, 0.08462], [-2.80193, -2.94488, -0.04499], [3.67538, 4.78580, -2.81220], [0.06948, -0.70474, 0.14055], [0.27670, 0.99335, -2.16601], [-1.01289, -3.47086, -2.16375], [-2.36872, 0.70885, -1.57162], [2.25756, -4.38722, 2.30972], [0.26735, -1.39078, -4.32266], [1.44805, 1.43266, -0.52124], [-0.28734, 2.37618, -1.24712], [-3.94225, 0.98553, -0.99935], [-3.08791, 0.32586, -0.84761], [2.47843, -3.23756, 1.15253], [-3.23573, -3.04213, 1.51720], [3.05367, -4.24449, 0.07323], [2.01335, 2.50241, 0.21772], [1.01664, 0.09393, 3.43289], [1.12265, -2.49770, -2.51999], [1.32122, 2.95777, 0.92604], [2.77323, 2.16616, 0.92314], [1.13422, 2.42237, -2.32701], [-0.63646, 0.91019, 2.18700], [1.00170, -3.51902, 0.44805], [1.89468, 4.20235, -1.01881], [-0.25917, 0.96763, 4.24131], [-0.28126, -2.53115, -3.26570], [-1.99886, 1.42521, 2.38528], [-1.69368, -2.50084, -4.10800], [-3.65017, -3.28717, 3.04092], [-2.82581, 0.41175, 0.48287], [-2.08953, 2.46529, 0.47669], [-3.96900, -1.60068, 1.68397], [-2.58211, 0.67998, 2.92616], [0.18143, -3.80602, -4.12574], [-0.81444, -1.29431, -2.32934], [-1.76555, -2.36897, 1.80898]],
  "gap_ev": 8.9,
  "e_lumo_ev": 3.4,
  "homo_energy_ev": -5.45,
  "charge": -2
}

---

(two)
{
  "formula": "C8H20F18KO4P3",
  "method": "ωB97M-V/def2-TZVPD",
  "symbols": ["H", "H", "O", "F", "K", "H", "H", "F", "F", "F", "C", "O", "H", "H", "F", "F", "C", "C", "H", "O", "P", "P", "H", "H", "H", "F", "H", "H", "F", "C", "C", "H", "C", "F", "H", "H", "H", "F", "F", "H", "F", "F", "H", "P", "F", "F", "F", "H", "F", "C", "O", "H", "F", "C"],
  "coordinates": [[3.06402, -12.23264, -2.63799], [9.89905, -12.17696, 0.82064], [7.83486, -14.54968, 1.75783], [9.82526, -18.23414, -1.56793], [5.87177, -14.22819, -0.48335], [7.84017, -12.56278, 2.33289], [5.02173, -11.81777, -4.29357], [3.63337, -12.87767, 2.69705], [4.68525, -16.74248, 0.82427], [5.33233, -11.41957, 3.11695], [8.73622, -12.18184, -1.45672], [5.10332, -12.35602, -2.28366], [9.27588, -13.39908, 2.82629], [6.99401, -16.19155, 2.63347], [3.34626, -15.97570, 2.53893], [1.47728, -16.35889, 1.22206], [7.24099, -15.16913, 2.90994], [8.52363, -13.36537, 2.02479], [7.92277, -15.14571, 3.76333], [8.33257, -12.94920, -0.34328], [3.08638, -16.50354, 1.02386], [3.99614, -11.41311, 2.15782], [6.27935, -11.00679, -3.23442], [9.78433, -12.38660, -1.68894], [6.44310, -12.63091, -3.90802], [2.95847, -18.05016, 1.52614], [9.87266, -13.93487, 0.46124], [5.09137, -8.29884, -3.01663], [8.11871, -18.04056, -0.05168], [3.74067, -10.28099, -1.97118], [9.26437, -13.06454, 0.72326], [6.31670, -14.60607, 3.07594], [4.05818, -8.41804, -3.36990], [4.91494, -12.04919, 0.94340], [4.65988, -9.92183, -1.47793], [3.57114, -12.14360, -0.99713], [4.19789, -8.18611, -4.42840], [4.43658, -9.94686, 1.62974], [3.08907, -10.77624, 3.32948], [2.98272, -9.87516, -1.29476], [7.03195, -16.57935, -1.43800], [9.21448, -16.15635, -0.73252], [8.58698, -11.12195, -1.21907], [8.43809, -17.38426, -1.50822], [7.66723, -18.56322, -2.28591], [2.71857, -11.42119, 1.17758], [2.79641, -16.88557, -0.51595], [8.08457, -12.43389, -2.28654], [8.84013, -16.62330, -2.88961], [5.73283, -11.92310, -3.46958], [3.76204, -9.80253, -3.31120], [3.34323, -7.76967, -2.86907], [3.33237, -14.94484, 0.57978], [3.83265, -11.79119, -1.99503]],
  "gap_ev": 9.0,
  "e_lumo_ev": 3.8,
  "homo_energy_ev": -5.18,
  "charge": -2
}

---

The calculated energies rank the structures as follows, beginning with the most stable: (two), (one).

---

(one)
{
  "formula": "CHBrF2N2O2",
  "method": "ωB97M-V/def2-TZVPD",
  "symbols": ["Br", "O", "F", "N", "O", "N", "F", "H", "C"],
  "coordinates": [[1.83308, -0.77355, -1.11813], [-1.54260, -1.30856, 0.77573], [1.01070, 2.00691, -0.29793], [0.12092, 1.12119, 0.21212], [0.50812, -1.29723, 1.49128], [-0.36972, -1.07535, 0.71994], [-1.06068, 1.71466, 0.18566], [-0.56474, -0.22489, -1.45393], [0.06491, -0.16319, -0.51474]],
  "gap_ev": 10.6,
  "e_lumo_ev": -0.5,
  "homo_energy_ev": -11.07,
  "smiles": "O=[N+]([O-])[C@H](Br)N(F)F"
}

---

(two)
{
  "formula": "CHBrF2N2O2",
  "method": "ωB97M-V/def2-TZVPD",
  "symbols": ["N", "O", "Br", "C", "F", "O", "F", "H", "N"],
  "coordinates": [[1.45370, -0.35579, 1.45405], [1.15253, -0.84083, 2.46370], [-1.34641, -1.59095, 1.23720], [-0.16307, -0.57108, 0.13163], [1.14994, -2.24139, -0.61659], [2.36178, 0.15050, 0.90101], [0.97568, -0.51522, -1.95600], [-0.55700, 0.43108, 0.29849], [0.21928, -1.20801, -1.03381]],
  "gap_ev": [8.8, 8.8],
  "e_lumo_ev": [-0.7, -0.7],
  "homo_energy_ev": [-9.53, -9.53]
}

---

The calculated energies rank the structures as follows, beginning with the most stable: (one), (two).

---

(one)
{
  "formula": "C5H10N5",
  "method": "ωB97M-V/def2-TZVPD",
  "symbols": ["H", "H", "H", "H", "C", "H", "C", "C", "H", "N", "N", "C", "H", "N", "N", "H", "H", "N", "H", "C"],
  "coordinates": [[-2.00404, -0.74332, -1.54102], [-0.15642, 3.98369, -1.04487], [0.52934, 2.00245, -1.97429], [-0.59477, 3.32714, 0.53954], [0.97560, -1.39503, -0.46986], [-0.47842, -1.04849, 3.36756], [-0.25967, -0.52815, 1.42906], [-0.20155, 3.12412, -0.39083], [-1.13899, 0.57076, 2.84861], [0.72025, -0.16194, -1.07141], [0.14970, 0.76545, -0.41822], [0.16805, 1.97590, -1.02161], [1.64960, -2.00759, -2.18822], [-0.36458, 0.67265, 0.76953], [-0.71263, -0.40387, 2.67161], [2.08727, -3.14538, -1.04874], [-2.63368, -0.49469, -1.38127], [1.57624, -2.28878, -1.20395], [0.26871, -2.54719, 1.28042], [0.41999, -1.65774, 0.84798]],
  "gap_ev": 8.0,
  "e_lumo_ev": -5.1,
  "homo_energy_ev": -13.17,
  "charge": 1
}

---

(two)
{
  "formula": "C5H10N5",
  "method": "ωB97M-V/def2-TZVPD",
  "symbols": ["N", "N", "C", "N", "C", "H", "N", "H", "C", "H", "H", "H", "C", "H", "N", "C", "H", "H", "H", "H"],
  "coordinates": [[3.59723, 0.33532, -0.83071], [1.30726, 0.86757, -0.20854], [-1.57686, 1.57162, 0.61938], [1.16939, -0.93033, 0.93659], [-1.29230, -2.04941, -0.48202], [1.17410, 1.87907, -0.43198], [0.51127, 0.12484, 0.61076], [-2.15307, -2.15222, -1.07329], [-1.04053, -0.64900, -0.53383], [3.63339, 1.24446, -1.38734], [-1.26836, 2.41973, 1.32927], [-1.22581, -2.44318, 0.53578], [2.50926, 0.15149, -0.27117], [-2.55535, 1.57196, 0.99618], [2.31948, -0.93879, 0.57572], [-0.99678, 0.17968, 0.70957], [-1.44932, 1.88118, -0.36553], [-0.67202, -2.58140, -1.08530], [-0.66804, -0.16763, -1.38111], [-1.32295, -0.31496, 1.73754]],
  "gap_ev": [6.9, 6.9],
  "e_lumo_ev": [-6.2, -6.2],
  "homo_energy_ev": [-13.08, -13.08],
  "charge": 1
}

---

The calculated energies rank the structures as follows, beginning with the most stable: (one), (two).

---

(one)
{
  "formula": "C6H6O",
  "method": "ωB97M-V/def2-TZVPD",
  "symbols": ["C", "C", "C", "H", "H", "H", "C", "H", "H", "O", "C", "C", "H"],
  "coordinates": [[-1.16019, -0.44138, 0.31850], [-1.96608, -1.04708, 0.98030], [1.10789, 0.14613, -1.33285], [-1.53974, 0.75728, -1.32500], [1.82269, 0.93160, -1.66082], [-2.65624, -1.56916, 1.60069], [-0.76478, 0.66511, -0.55199], [2.05778, -1.21633, 1.89407], [1.15410, -0.65155, -2.10945], [-0.82963, 1.84921, 0.16834], [1.54308, -0.38325, -0.08943], [1.60637, -0.75948, 1.05544], [-0.43641, 1.72245, 1.04691]],
  "gap_ev": 9.9,
  "e_lumo_ev": 0.8,
  "homo_energy_ev": -9.10
}

---

(two)
{
  "formula": "C6H6O",
  "method": "ωB97M-V/def2-TZVPD",
  "symbols": ["C", "C", "C", "H", "O", "C", "C", "C", "H", "H", "H", "H", "H"],
  "coordinates": [[-0.09184, 0.45240, -1.06703], [0.27359, 0.70851, 0.87136], [1.23122, 0.47453, -0.26460], [-1.55578, -2.97417, -1.40231], [-0.73376, 1.17356, -0.00125], [-0.09902, 0.42820, 2.10282], [-0.66960, -0.89049, -1.21155], [-1.13729, -1.99458, -1.30993], [1.79404, 1.37784, -0.51531], [1.86677, -0.40854, -0.28011], [-0.12710, 1.00674, -2.00456], [-1.15681, 0.65350, 2.12563], [0.40558, -0.00750, 2.95684]],
  "gap_ev": 10.1,
  "e_lumo_ev": 1.0,
  "homo_energy_ev": -9.10
}

---

(three)
{
  "formula": "C6H6O",
  "method": "ωB97M-V/def2-TZVPD",
  "symbols": ["O", "H", "H", "H", "H", "C", "C", "H", "C", "C", "C", "H", "C"],
  "coordinates": [[1.67764, -1.00942, -0.42726], [1.89024, -0.27130, 1.76822], [3.35127, 0.06623, 0.53763], [-4.59246, 0.13448, 0.24145], [-0.31245, -1.30477, -0.45139], [2.16083, -0.10450, 0.66646], [-2.35374, -0.35472, -0.14270], [1.88889, 0.87586, -1.23522], [-0.13367, 0.67685, -0.26038], [1.31895, 0.33359, -0.40783], [-3.47879, -0.27614, 0.25133], [-0.47132, 1.67945, -0.21598], [-0.94539, -0.44560, -0.32433]],
  "gap_ev": 9.6,
  "e_lumo_ev": 0.6,
  "homo_energy_ev": -9.05,
  "smiles": "C#C/C=C/[C@H]1CO1"
}

---

The calculated energies rank the structures as follows, beginning with the most stable: (two), (three), (one).

---

(one)
{
  "formula": "C6H6O",
  "method": "ωB97M-V/def2-TZVPD",
  "symbols": ["C", "C", "H", "H", "H", "H", "H", "C", "O", "C", "H", "C", "C"],
  "coordinates": [[-0.66371, 1.79770, -0.15540], [-1.24547, 2.68629, 0.41162], [-1.74374, 3.48622, 0.91205], [-1.43577, -2.04549, -0.39839], [-0.21129, -3.10387, 1.32832], [1.48528, 0.60026, 0.95582], [2.21406, -0.02674, -0.60708], [0.09941, 0.74988, -0.80091], [0.28123, -2.78956, 0.56436], [1.31468, 0.19190, -0.03775], [0.21725, 0.85936, -1.87699], [-0.43648, -1.78970, -0.04563], [0.12456, -0.61625, -0.25002]],
  "gap_ev": 10.1,
  "e_lumo_ev": 0.8,
  "homo_energy_ev": -9.31,
  "smiles": "C#C[C@H]1C/C1=C\\O"
}

---

(two)
{
  "formula": "C6H6O",
  "method": "ωB97M-V/def2-TZVPD",
  "symbols": ["H", "H", "C", "C", "O", "H", "C", "C", "C", "H", "C", "H", "H"],
  "coordinates": [[1.08388, -0.07515, 1.57036], [-2.00763, 3.09575, 1.21798], [-0.99189, -1.94041, -0.13153], [-0.51012, -0.87337, -0.44507], [1.55510, -1.36268, -0.03876], [-1.89418, -2.47944, 0.06730], [1.34946, -0.05710, 0.50159], [-0.73435, 1.47954, 0.24768], [-1.41183, 2.33397, 0.75587], [2.22564, 0.60368, 0.37301], [0.15082, 0.45766, -0.34222], [0.52726, 0.80486, -1.31244], [0.66101, -1.98650, 0.14062]],
  "gap_ev": 10.6,
  "e_lumo_ev": 0.9,
  "homo_energy_ev": -9.68,
  "smiles": "C#CC(C#C)CO"
}

---

(three)
{
  "formula": "C6H6O",
  "method": "ωB97M-V/def2-TZVPD",
  "symbols": ["H", "C", "H", "H", "C", "O", "C", "C", "H", "H", "C", "C", "H"],
  "coordinates": [[0.85215, -1.45141, 0.58269], [1.48575, 0.40884, 0.48036], [0.21214, -0.56174, -1.62829], [3.73619, 0.43327, 0.58166], [-0.48746, -0.58856, -0.78432], [-0.53618, -0.31603, 1.60935], [-2.45355, 1.17170, -1.13700], [2.68171, 0.54373, 0.51818], [-0.05910, 0.17845, 2.28957], [-3.26665, 1.84538, -1.28836], [0.32066, -0.49225, 0.51006], [-1.53892, 0.41150, -0.95727], [-0.94675, -1.58286, -0.77662]],
  "gap_ev": 10.6,
  "e_lumo_ev": 0.7,
  "homo_energy_ev": -9.90,
  "smiles": "C#CC[C@H](O)C#C"
}

---

The calculated energies rank the structures as follows, beginning with the most stable: (one), (three), (two).

---

(one)
{
  "formula": "C6H6O",
  "method": "ωB97M-V/def2-TZVPD",
  "symbols": ["C", "C", "H", "C", "H", "C", "H", "O", "H", "H", "C", "H", "C"],
  "coordinates": [[-0.82742, -2.82778, -0.82267], [-0.08440, -0.38840, -0.17647], [-0.93575, -0.17057, 1.78871], [0.96540, 1.65042, 0.15162], [1.68366, 0.05283, -1.33136], [0.95029, 0.34275, -0.58806], [0.90897, 2.51964, -0.52241], [-0.16950, 1.61043, 1.00728], [-1.13423, -3.82328, -1.05645], [1.87929, 1.76592, 0.75355], [-0.46272, -1.71297, -0.54887], [-1.89890, 0.59046, 0.50004], [-0.87471, 0.39055, 0.84510]],
  "gap_ev": 10.0,
  "e_lumo_ev": 1.0,
  "homo_energy_ev": -8.98,
  "smiles": "C#CC1=CCOC1"
}

---

(two)
{
  "formula": "C6H6O",
  "method": "ωB97M-V/def2-TZVPD",
  "symbols": ["H", "H", "C", "C", "C", "H", "H", "O", "H", "C", "C", "H", "C"],
  "coordinates": [[0.49882, 1.97811, -0.13272], [2.56077, -1.18726, 0.46742], [-1.37070, -0.70727, -0.48167], [0.71787, -0.26231, 0.33573], [2.04584, -0.24263, 0.33587], [2.65384, 0.70139, 0.29244], [-1.96101, 1.31577, -1.02130], [-1.10407, 1.25382, 0.99883], [-2.21228, -1.15068, -0.95955], [-0.01752, 1.08997, 0.16009], [-0.32045, -1.30129, 0.11517], [-0.12875, -2.27220, 0.18639], [-1.36235, 0.78457, -0.29669]],
  "gap_ev": 9.8,
  "e_lumo_ev": 0.7,
  "homo_energy_ev": -9.10,
  "smiles": "C=C1C=C[C@H]2O[C@@H]12"
}

---

The calculated energies rank the structures as follows, beginning with the most stable: (one), (two).